Entry 1:
ORCA calculation (ωB97M-V/def2-TZVPD) on a structure of composition C34H48N3PRuSbSi3 at a distorted geometry.

* E_tot: -3032.562197 Ha
* E_HOMO (spin up / spin down): -0.5918 / -0.6091 Ha
* net charge: +3
* 2S+1: 5
* largest force on an atom: 4.569 eV/Å

CARTESIAN COORDINATES (ANGSTROEM)
Sb (-17.321, -5.406, 1.188)
Ru (-19.635, -6.103, 2.355)
P (-20.647, -4.762, 3.842)
Si (-15.997, -6.403, -0.820)
Si (-17.830, -2.905, 0.206)
Si (-15.793, -5.338, 3.243)
N (-20.537, -5.900, 5.257)
N (-25.000, -11.779, -0.278)
N (-19.672, -7.462, 3.838)
C (-17.247, -2.429, -1.576)
C (-19.638, -3.030, 5.821)
C (-16.654, -4.083, 4.330)
C (-20.326, -8.219, 5.944)
C (-19.241, -8.725, 3.501)
C (-17.138, -6.602, -2.305)
C (-19.979, -7.283, 0.738)
C (-25.024, -4.476, 2.550)
C (-22.356, -7.693, 0.242)
C (-23.315, -4.977, 4.230)
C (-23.140, -10.021, 0.197)
C (-23.346, -8.639, 0.097)
C (-19.673, -2.528, 0.107)
C (-14.465, -5.268, -1.200)
C (-19.367, -9.780, 4.351)
C (-22.328, -4.674, 3.353)
C (-17.218, -1.590, 1.415)
C (-19.910, -9.511, 5.625)
C (-20.805, -9.562, 0.622)
C (-20.213, -7.197, 5.036)
C (-21.860, -10.495, 0.597)
C (-15.274, -8.104, -0.403)
C (-19.367, -1.689, 6.195)
C (-24.672, -4.814, 3.829)
C (-14.067, -4.708, 2.860)
C (-24.121, -10.986, -0.105)
C (-22.628, -4.357, 1.978)
C (-15.587, -7.080, 3.870)
C (-19.862, -0.604, 5.465)
C (-20.380, -0.814, 4.193)
C (-23.962, -4.259, 1.627)
C (-20.288, -3.199, 4.575)
C (-21.045, -8.206, 0.514)
C (-20.743, -2.121, 3.779)
H (-18.892, -1.429, 7.140)
H (-24.276, -8.318, -0.306)
H (-18.070, -6.992, -1.775)
H (-19.783, -1.653, -0.513)
H (-20.751, -8.032, 6.899)
H (-13.810, -4.137, 1.943)
H (-23.013, -5.342, 5.207)
H (-16.657, -4.276, 5.417)
H (-16.358, -7.775, 3.482)
H (-16.044, -2.532, -1.691)
H (-19.932, -10.290, 6.373)
H (-16.189, -1.575, 1.694)
H (-18.555, -8.834, 2.651)
H (-13.361, -5.565, 2.835)
H (-17.790, -1.438, 2.305)
H (-13.706, -3.958, 3.591)
H (-26.042, -4.579, 2.137)
H (-21.677, -11.561, 0.898)
H (-19.982, -6.377, 0.094)
H (-17.344, -0.655, 0.810)
H (-17.449, -5.660, -2.788)
H (-14.287, -7.991, 0.108)
H (-14.404, -4.331, -0.626)
H (-14.512, -5.077, -2.280)
H (-14.660, -7.521, 3.520)
H (-17.461, -1.397, -1.821)
H (-13.538, -5.789, -1.030)
H (-19.791, 0.389, 5.859)
H (-24.282, -3.945, 0.632)
H (-15.554, -7.158, 4.975)
H (-15.151, -8.627, -1.351)
H (-20.064, -2.389, 1.191)
H (-17.783, -3.017, -2.292)
H (-20.220, -3.412, -0.280)
H (-25.333, -5.169, 4.655)
H (-21.771, -4.189, 1.314)
H (-15.969, -3.174, 4.292)
H (-19.009, -7.817, 0.633)
H (-19.104, -10.712, 3.987)
H (-16.695, -7.440, -2.862)
H (-20.759, -5.552, 6.218)
H (-21.364, -2.336, 2.877)
H (-22.457, -6.623, 0.145)
H (-17.704, -3.734, 4.125)
H (-19.768, -9.945, 0.667)
H (-15.917, -8.677, 0.295)
H (-20.558, 0.060, 3.590)
H (-19.166, -3.824, 6.388)



Entry 2:
ORCA calculation (ωB97M-V/def2-TZVPD) on a cluster of 5 separate species, C34H49ClN4O3 in total at a distorted geometry.

* SMILES string: CCC[C@@H](C)c1ccc2c(c1C[C@H](C)Cl)C(=O)C(O)=CC2=O.CCCC#N.CCCC#N.CCCC#N.CCCC#N
* E_tot: -2229.854829 Ha
* E_HOMO: -0.3291 Ha
* net charge: 0
* 2S+1: 1
* largest force on an atom: 1.978 eV/Å

CARTESIAN COORDINATES (ANGSTROEM)
Cl (2.617, 0.392, 0.252)
O (1.767, -6.087, -4.863)
O (4.042, -3.462, -1.506)
O (2.121, -5.232, -0.269)
N (-0.135, -4.630, 0.697)
N (-2.123, 7.381, 1.455)
N (-1.071, 0.051, 5.310)
N (-0.281, 2.112, -0.560)
C (-0.209, 5.570, -1.920)
C (-3.059, 6.048, 3.495)
C (1.264, -1.878, -5.418)
C (1.170, 4.253, -0.228)
C (1.816, -3.825, -4.168)
C (-1.573, 0.548, -3.672)
C (-0.751, -3.290, 6.940)
C (-2.538, 6.795, 2.348)
C (-0.522, 1.571, -4.102)
C (-1.917, -2.159, 2.881)
C (0.885, 1.174, -3.629)
C (2.200, -4.945, -1.604)
C (0.330, 5.507, -0.497)
C (1.628, -5.701, -2.540)
C (0.369, 3.043, -0.413)
C (2.425, -1.613, -3.290)
C (3.007, -3.759, -2.039)
C (-2.564, -3.724, 0.964)
C (-2.141, 4.873, 3.859)
C (1.752, -5.298, -3.955)
C (2.420, -3.022, -3.197)
C (1.254, -3.264, -5.301)
C (1.742, 0.449, -4.696)
C (1.220, -1.728, -0.623)
C (2.591, -1.105, -0.768)
C (2.992, -0.722, -2.198)
C (1.816, -1.049, -4.438)
C (-2.568, -2.289, 1.508)
C (-0.977, -2.180, 7.962)
C (-1.203, -4.234, 0.811)
C (-1.465, -0.461, 6.256)
C (-1.992, 3.859, 2.731)
C (-1.959, -1.111, 7.470)
C (3.148, 1.062, -4.880)
H (-2.053, -1.633, 0.803)
H (0.803, -3.904, -6.042)
H (-1.422, -0.386, -4.211)
H (-0.503, 5.542, 0.205)
H (-0.558, 1.649, -5.186)
H (-4.058, 5.688, 3.245)
H (0.800, -1.452, -6.295)
H (1.135, -2.658, -1.176)
H (-0.022, -1.711, 8.205)
H (-0.073, -4.044, 7.338)
H (0.446, -1.044, -0.964)
H (-2.551, 4.376, 4.740)
H (-1.533, 4.307, 1.849)
H (-0.763, 2.534, -3.662)
H (-2.106, -0.345, 8.232)
H (-1.974, -1.133, 3.235)
H (-0.776, 6.488, -2.070)
H (3.309, -1.758, -0.302)
H (-1.158, 5.256, 4.137)
H (1.273, -4.882, 0.059)
H (-1.360, 3.028, 3.043)
H (3.161, 2.097, -4.555)
H (0.945, 6.387, -0.303)
H (-0.862, -2.434, 2.851)
H (-2.930, -1.557, 7.251)
H (-1.366, -2.610, 8.886)
H (0.603, 5.550, -2.651)
H (3.906, 0.536, -4.309)
H (1.056, -1.927, 0.431)
H (1.250, 0.565, -5.656)
H (2.030, 4.207, -0.899)
H (-2.416, -2.799, 3.614)
H (1.546, 4.258, 0.796)
H (-3.106, -4.393, 1.635)
H (-3.152, 6.737, 4.335)
H (1.079, -6.593, -2.287)
H (0.755, 0.512, -2.781)
H (1.416, 2.034, -3.233)
H (-0.878, 4.733, -2.130)
H (-2.961, 3.451, 2.437)
H (3.450, 0.974, -5.920)
H (-1.691, -3.784, 6.683)
H (-0.308, -2.901, 6.022)
H (-1.491, 0.331, -2.610)
H (4.079, -0.747, -2.257)
H (-3.603, -1.948, 1.563)
H (-2.565, 0.940, -3.879)
H (2.717, 0.304, -2.371)
H (-3.051, -3.762, -0.011)



Entry 3:
ORCA calculation (ωB97M-V/def2-TZVPD) on a cluster of 10 separate species, C34H49F4N2O28 in total at a distorted geometry.

* E_tot: -3940.508521 Ha
* E_HOMO: -0.4443 Ha
* net charge: +1
* 2S+1: 1
* largest force on an atom: 1.663 eV/Å

CARTESIAN COORDINATES (ANGSTROEM)
F (-0.939, -0.688, 1.426)
F (0.889, 0.191, 0.675)
F (-0.788, 0.451, 3.709)
F (-0.574, 1.845, 2.101)
O (4.680, -2.607, 5.700)
O (3.569, -2.072, -2.262)
O (-7.329, -2.131, 2.234)
O (3.119, -1.577, -8.962)
O (-6.893, -4.040, -6.280)
O (-4.275, 4.778, 7.367)
O (-4.644, -3.896, -6.205)
O (-1.897, 3.321, -1.410)
O (1.123, 5.410, 2.193)
O (-0.307, 6.251, 0.673)
O (-5.112, -1.788, 2.461)
O (1.994, -0.754, -10.697)
O (-5.813, -3.931, -4.303)
O (-2.080, 1.120, -1.853)
O (2.420, -3.988, -2.290)
O (-0.135, -3.340, -5.792)
O (-0.708, -2.985, -3.650)
O (-6.259, -0.636, 0.928)
O (3.262, -1.530, 7.075)
O (4.460, -3.895, -3.245)
O (0.942, -1.797, -4.607)
O (3.770, -3.692, 7.421)
O (-2.144, 5.021, 6.747)
O (1.228, -0.409, -8.611)
O (-3.775, 6.068, 5.592)
O (-1.053, 5.656, 2.672)
O (4.040, 0.892, 2.966)
O (-0.292, 2.246, -2.567)
N (1.262, 1.447, 3.437)
N (0.117, 3.483, 4.109)
C (-3.438, 5.358, 6.479)
C (0.680, -2.614, -6.736)
C (2.251, -1.759, -1.807)
C (3.334, 1.584, 1.944)
C (3.224, -0.194, 3.338)
C (-6.338, -1.575, 1.907)
C (-3.717, -3.582, -5.164)
C (-3.532, 3.833, 8.141)
C (-1.465, 2.328, -1.897)
C (-0.011, 0.862, -2.799)
C (1.701, -3.112, -1.419)
C (-0.030, -2.738, -4.603)
C (0.050, 0.896, 2.778)
C (4.420, -4.694, 6.628)
C (-4.441, -4.067, -3.928)
C (3.722, -2.154, -10.131)
C (-2.118, 4.359, 8.019)
C (3.575, -3.373, -2.655)
C (-5.887, -3.964, -5.660)
C (-1.383, 0.230, -2.738)
C (2.034, 0.327, 4.122)
C (2.035, -0.867, -9.358)
C (0.859, 2.364, 4.598)
C (-4.962, -0.038, 0.983)
C (5.365, -3.870, 5.782)
C (2.129, 2.290, 2.523)
C (-1.746, 6.296, 0.592)
C (3.848, -2.519, 6.768)
C (0.018, 5.755, 1.870)
C (-4.141, -1.115, 1.661)
C (3.240, -1.228, -11.226)
C (-2.152, 6.340, 2.048)
C (0.291, -0.270, 1.778)
C (1.687, -1.939, -5.838)
H (1.566, 2.738, 1.715)
H (-3.345, -0.715, 2.283)
H (2.499, 3.116, 3.106)
H (0.475, 0.724, -3.760)
H (2.400, 0.666, 5.076)
H (2.565, -2.558, -5.643)
H (1.928, -3.377, -0.382)
H (0.810, -1.128, 2.195)
H (4.928, -5.414, 7.261)
H (-3.087, 5.826, 2.246)
H (-3.550, -2.502, -5.153)
H (1.768, 2.669, 5.108)
H (3.903, -0.376, -11.378)
H (0.650, 0.503, -2.009)
H (4.003, 2.324, 1.529)
H (3.100, 0.880, 1.148)
H (4.803, -2.177, -10.032)
H (-4.224, -3.472, -3.045)
H (-2.769, -4.086, -5.327)
H (3.819, -0.813, 4.002)
H (-2.070, 7.164, 0.025)
H (1.382, -0.508, 4.348)
H (2.968, -0.814, 2.479)
H (-3.716, -1.826, 0.949)
H (-1.875, 5.091, 8.791)
H (0.266, 1.831, 5.330)
H (-0.307, 3.943, 4.909)
H (3.085, -1.732, -12.176)
H (0.630, -3.201, -1.584)
H (5.525, -4.285, 4.791)
H (-3.651, 2.843, 7.697)
H (3.666, -5.212, 6.033)
H (-1.886, 0.226, -3.706)
H (-3.893, 3.809, 9.165)
H (-4.609, 0.207, -0.015)
H (1.134, -3.295, -7.451)
H (-2.211, 7.350, 2.453)
H (-1.367, 3.572, 8.027)
H (2.007, -0.974, -6.214)
H (1.698, -1.306, -2.625)
H (2.289, -1.062, -0.971)
H (-5.021, 0.878, 1.575)
H (-1.373, -0.782, -2.342)
H (-4.236, -5.117, -3.709)
H (6.330, -3.711, 6.263)
H (3.352, -3.173, -10.250)
H (0.719, 4.192, 3.691)
H (-2.091, 5.390, 0.092)
H (0.052, -1.905, -7.268)